Density functional theory data (ωB97M-V/def2-TZVPD) for 2 unconnected molecules or ions with the total composition C12H15N.

The calculation puts the max |F| at 0.122 Eh/bohr. For the LUMO energy (alpha / beta), the calculation gives -1.28 / -1.28 eV. As for the charge: 0. Its HOMO-LUMO gap (alpha / beta) is 0.29287 / 0.29284 hartree. For the energy above the lowest of the compared OMol25 structures with the same formula, charge and spin, the calculation gives 5.903 eV. The calculation puts the calculated total energy at -520.82044 Ha. The spin multiplicity is 1.

XYZ file:
```
28
Properties=species:S:1:pos:R:3:forces:R:3:nbo_charge:R:1
C 1.181891 2.083076 -0.529027 -0.8706 -2.8765 1.3050 -0.011
C -3.647329 0.305145 -0.253908 -1.8236 0.3881 -0.2621 -0.180
C -2.875791 1.415557 0.164134 -1.2484 -0.3131 0.4155 -0.210
C -3.019325 -0.902294 -0.406500 -0.0444 -2.2304 -1.5108 -0.225
C -1.594340 1.247034 0.590256 -0.7271 0.6574 -0.4153 -0.139
C -1.624768 -0.928855 -0.366748 1.6619 -1.6859 1.3422 -0.147
C -0.908985 0.096924 0.279405 -0.7298 -0.3611 -0.1220 -0.216
C 1.192305 -0.868818 -1.833371 4.2278 -0.3273 1.5736 -0.574
C 2.828300 -0.701999 0.124143 1.8899 1.5874 -0.9062 -0.630
C 0.978894 0.272791 1.951542 -4.0041 4.7757 0.8558 -0.705
C 1.355938 -0.875348 -0.257622 1.8518 -1.0168 -1.3379 -0.366
C 0.483811 -0.000708 0.613493 1.5528 0.1482 -3.0364 0.479
N 1.721681 3.077289 -0.709662 0.6800 1.4718 -0.3737 -0.549
H -4.762010 0.228541 -0.506058 1.6844 1.0211 0.6393 0.233
H -3.137036 2.448410 0.347257 -1.3434 -0.2023 -0.4526 0.228
H -3.624077 -1.863678 -0.712511 1.3642 2.1375 0.5663 0.230
H -1.241037 2.177702 0.981368 1.3039 -0.1358 0.3445 0.238
H -0.993855 -1.848013 -0.578483 -1.3397 1.0079 0.0669 0.220
H 1.819361 -0.066912 -2.246642 0.0637 -0.2974 0.1329 0.235
H 1.501464 -1.860073 -2.273227 -0.5909 1.0901 0.4842 0.210
H 0.263445 -0.573396 -2.000278 -4.2933 0.7141 -1.4185 0.206
H 3.096965 -1.314977 0.935005 -0.0513 -0.2113 2.0183 0.205
H 3.564380 -1.178328 -0.548297 -0.7983 0.3899 -0.7860 0.226
H 3.232929 0.387735 0.254131 -1.1399 -1.9176 -0.1818 0.243
H 0.787343 -0.560132 2.501871 -0.2538 -2.7726 1.7599 0.246
H 0.272365 1.108139 2.499370 1.4122 -2.0112 -1.4603 0.232
H 1.912416 0.672431 2.110385 2.3263 0.3097 -0.2647 0.263
H 1.235052 -1.977235 -0.130020 -0.7603 0.6606 1.0238 0.258
```
Positions in Å, forces in eV/Å.